# 1
One molecule with the formula C6H11NS in a non-equilibrium geometry, computed with the ωB97M-V functional and the def2-TZVPD basis.

Summary:
calculated total energy: -688.0995 Ha
gap between HOMO and LUMO: 8.48 eV
relative energy (zero: lowest compared OMol25 entry of this formula, charge and spin): 1.354 eV
SMILES: CNC[C@H]1CCC1=S
LUMO level: -0.1 eV

CARTESIAN COORDINATES (ANGSTROEM)
C: 0.29 2.95 -1.18
N: -0.08 1.56 -0.92
C: -0.20 1.40 0.54
C: -0.65 0.03 0.92
C: -1.88 -0.54 0.15
C: -1.12 -1.88 -0.01
C: 0.16 -1.15 0.42
S: 1.72 -1.55 0.19
H: 0.44 3.12 -2.29
H: 1.18 3.24 -0.62
H: -0.46 3.66 -0.88
H: 0.59 0.88 -1.27
H: 0.73 1.57 1.06
H: -0.92 2.15 0.91
H: -0.70 -0.07 2.04
H: -2.85 -0.59 0.62
H: -2.01 -0.01 -0.87
H: -1.44 -2.61 0.72
H: -1.08 -2.39 -1.00

For reference, the natural (NBO) charges in units of e are: number 1, C, carries -0.410; number 2, N, carries -0.635; number 3, C, carries -0.217; number 4, C, carries -0.319; number 5, C, carries -0.407; number 6, C, carries -0.492; number 7, C, carries -0.018; number 8, S, carries 0.038; number 9, H, carries 0.203; number 10, H, carries 0.166; number 11, H, carries 0.192; number 12, H, carries 0.367; number 13, H, carries 0.180; number 14, H, carries 0.199; number 15, H, carries 0.246; number 16, H, carries 0.212; number 17, H, carries 0.235; number 18, H, carries 0.232; number 19, H, carries 0.231

# 2
A 2-piece molecular cluster, C6H11NS4 overall in a non-equilibrium geometry, computed with the ωB97M-V functional and the def2-TZVPD basis.

Summary:
calculated total energy: -1882.5818 Ha
gap between HOMO and LUMO: 7.34 eV
relative energy (zero: lowest compared OMol25 entry of this formula, charge and spin): 2.362 eV
LUMO level: -0.7 eV

CARTESIAN COORDINATES (ANGSTROEM)
C: -3.78 0.13 -0.31
C: -3.68 -1.21 0.60
C: -2.67 -0.48 1.45
C: 2.95 1.73 0.54
C: 0.94 -0.20 -0.29
C: 3.68 -0.75 -1.49
H: -3.40 -2.01 -0.02
H: -4.59 -1.63 1.08
H: -2.82 -0.22 2.48
H: -1.68 -0.93 1.39
H: -2.19 1.52 0.10
H: 3.82 1.76 -0.17
H: 2.95 2.72 1.06
H: 3.07 0.85 1.21
H: 4.55 -0.13 -1.10
H: 3.09 -0.30 -2.50
H: 4.01 -1.84 -1.72
N: -2.72 0.60 0.36
S: -4.57 0.65 -1.59
S: 1.32 1.63 -0.24
S: -0.65 -0.58 -0.53
S: 2.38 -1.32 -0.32

For reference, the natural (NBO) charges in units of e are: number 1, C, carries 0.087; number 2, C, carries -0.476; number 3, C, carries -0.210; number 4, C, carries -0.774; number 5, C, carries -0.483; number 6, C, carries -0.772; number 7, H, carries 0.233; number 8, H, carries 0.226; number 9, H, carries 0.213; number 10, H, carries 0.198; number 11, H, carries 0.430; number 12, H, carries 0.215; number 13, H, carries 0.241; number 14, H, carries 0.244; number 15, H, carries 0.232; number 16, H, carries 0.256; number 17, H, carries 0.251; number 18, N, carries -0.594; number 19, S, carries -0.113; number 20, S, carries 0.259; number 21, S, carries 0.085; number 22, S, carries 0.251

# 3
One molecule with the formula C6H11NSi in a non-equilibrium geometry, computed with the ωB97M-V functional and the def2-TZVPD basis.

Summary:
calculated total energy: -579.4071 Ha
gap between HOMO and LUMO: 8.58 eV
relative energy (zero: lowest compared OMol25 entry of this formula, charge and spin): 1.139 eV
SMILES: C[Si]1(C)CC=CC=N1
LUMO level: 0.2 eV

CARTESIAN COORDINATES (ANGSTROEM)
C: 1.41 0.60 -2.04
Si: 0.08 0.38 -0.63
C: -0.92 1.97 -0.76
C: 0.96 0.00 1.37
C: -0.12 -0.80 2.15
C: -0.91 -1.69 1.53
C: -1.09 -1.94 0.15
N: -0.77 -1.15 -0.75
H: 1.92 -0.41 -1.93
H: 0.77 0.58 -2.99
H: 2.16 1.42 -1.84
H: -0.46 2.76 -1.43
H: -1.81 1.49 -1.21
H: -1.17 2.35 0.27
H: 1.40 0.95 1.93
H: 1.78 -0.70 0.95
H: 0.07 -0.87 3.27
H: -1.58 -2.16 2.20
H: -1.70 -2.79 -0.24

For reference, the natural (NBO) charges in units of e are: number 1, C, carries -1.114; number 2, Si, carries 1.741; number 3, C, carries -1.156; number 4, C, carries -0.863; number 5, C, carries -0.097; number 6, C, carries -0.341; number 7, C, carries 0.156; number 8, N, carries -0.868; number 9, H, carries 0.231; number 10, H, carries 0.248; number 11, H, carries 0.251; number 12, H, carries 0.253; number 13, H, carries 0.242; number 14, H, carries 0.249; number 15, H, carries 0.236; number 16, H, carries 0.239; number 17, H, carries 0.214; number 18, H, carries 0.211; number 19, H, carries 0.170

Look up the gap between HOMO and LUMO of the third one.
8.58 eV

Look up the gap between HOMO and LUMO of the second one.
7.34 eV

Among the records above, which one has the lowest calculated total energy?
C6H11NS4